{"formula": "C6H10BN3S", "method": "ωB97M-V/def2-TZVPD", "elements": ["B", "C", "C", "C", "C", "C", "C", "N", "N", "N", "S", "H", "H", "H", "H", "H", "H", "H", "H", "H", "H"], "xyz": [[-0.4676, 1.7071, -0.0551], [-0.4105, -2.5421, 0.2184], [1.9425, -2.0505, 0.0098], [0.3034, -0.4958, -0.0004], [0.9123, -3.0492, 0.1721], [-1.8738, 1.8508, 0.5718], [-0.0502, 4.2495, -1.0096], [-0.7130, -1.2966, 0.1533], [1.5876, -0.7616, -0.1044], [1.0609, -4.3235, 0.5103], [0.6691, 2.6076, -0.9558], [-1.1532, -3.3926, 0.2654], [2.9630, -2.3674, -0.0462], [-2.6114, 2.1878, -0.2074], [-1.8230, 2.5761, 1.4011], [-2.0127, 0.8600, 0.8176], [0.3969, 4.9010, -0.1422], [-1.1351, 4.1613, -0.8530], [0.1460, 4.7011, -1.9752], [0.2343, -4.8158, 0.5303], [2.0345, -4.7074, 0.6995]], "forces_ev_per_angstrom": [[0.9, -3.7, 0.0], [0.7, -3.6, -0.4], [-2.5, -1.3, 0.0], [-0.5, 5.7, -0.2], [0.4, 4.0, 0.4], [0.8, 2.5, -1.5], [0.1, 1.4, 1.9], [-1.2, 0.4, -0.1], [0.3, -0.8, 0.1], [4.6, -1.1, 0.2], [0.9, 0.1, -0.4], [0.0, 1.4, 0.2], [0.6, 0.2, 0.0], [0.5, -0.3, 0.8], [-0.4, -0.5, -0.1], [-1.2, -2.1, 1.2], [-0.8, -1.1, -1.8], [0.4, 0.2, -0.1], [0.1, 0.1, 0.0], [-1.3, -1.9, 0.3], [-2.5, 0.4, -0.5]], "nbo_charge": [0.467, 0.035, -0.009, 0.282, 0.088, -1.063, -0.764, -0.487, -0.466, -0.800, 0.133, 0.157, 0.185, 0.249, 0.252, 0.267, 0.226, 0.223, 0.230, 0.387, 0.406], "lumo_ha": 0.0242, "de_lowest_kcal_mol": 63.7, "energy_ha": -821.8467}